Below is a structure of composition C48H48AsN4O3PSZr at a distorted geometry, with properties calculated with ωB97M-V/def2-TZVPD.

Geometry as XYZ:
```
107
Properties=species:S:1:pos:R:3:lowdin_charge:R:1
Zr 0.13739 -0.54536 0.05117 1.705
C 2.26692 3.08405 2.45880 -0.079
C 1.40363 2.90586 1.23195 -0.217
C -0.04356 3.28102 1.47073 -0.212
C -0.43004 4.58622 1.46914 -0.035
C -1.80480 4.93745 1.51272 -0.033
C -2.73722 3.88277 1.56467 -0.053
C -2.38976 2.54005 1.59348 -0.173
C -3.50274 1.51538 1.67221 -0.188
C -3.95329 1.24640 3.15561 -0.062
C -0.98007 2.27429 1.65497 -0.156
N -0.57946 0.85661 1.71980 -0.038
C -0.54942 0.28664 2.88304 -0.027
C -0.06077 -1.09094 2.98084 -0.323
C 0.18279 -1.90804 4.06570 -0.018
C 0.53261 -3.14110 3.52169 -0.076
C 0.51028 -3.04219 2.15844 -0.195
N 0.12189 -1.78678 1.79280 -0.215
H 3.26308 2.76440 2.16080 0.074
H 1.80985 2.63180 3.33991 0.083
H 2.29965 4.12556 2.70237 0.073
H 1.56829 1.93598 0.84325 0.044
H 1.72863 3.59591 0.44059 0.128
H 0.36126 5.37633 1.36561 0.140
H -2.08719 6.02016 1.55432 0.126
H -3.78693 4.12756 1.74129 0.125
H -3.13013 0.62259 1.24835 0.063
H -4.32993 1.85339 1.03400 0.116
H -3.21018 0.76179 3.81067 0.057
H -4.78467 0.53043 3.10511 0.074
H -4.32095 2.17698 3.64725 0.090
H -0.96514 0.78524 3.79355 0.160
H 0.15109 -1.55687 5.13179 0.147
H 0.91510 -3.95653 4.11515 0.115
H 0.64984 -3.77919 1.37343 0.081
O -0.14114 -0.46583 -2.16426 -0.182
C -0.50639 0.74428 -2.06567 -0.714
O -0.09761 1.32725 -1.03577 -0.103
C -1.41920 1.32385 -3.11878 -0.181
P -3.10594 0.97871 -2.32114 1.105
C -3.95420 2.59264 -2.35077 -0.369
C -3.32039 3.74224 -1.90985 -0.115
C -4.04060 4.89444 -1.75439 -0.073
C -5.42021 4.88537 -1.97737 -0.054
C -6.03259 3.70839 -2.32845 -0.086
C -5.34241 2.55055 -2.51679 -0.086
C -3.98758 -0.07063 -3.49726 -0.414
C -4.14309 0.01135 -4.89444 -0.084
C -4.97792 -0.81288 -5.57346 -0.077
C -5.67037 -1.79603 -4.89862 -0.057
C -5.45959 -2.04212 -3.53916 -0.085
C -4.65172 -1.13372 -2.85332 -0.160
H -1.27740 0.76519 -4.04503 0.094
H -1.33571 2.37361 -3.39850 0.097
H -2.22585 3.65160 -1.79521 0.109
H -3.50623 5.78275 -1.51585 0.102
H -6.03235 5.80063 -1.83616 0.127
H -7.08771 3.66031 -2.29484 0.104
H -5.84073 1.68197 -2.84927 0.093
H -3.56688 0.81759 -5.35732 0.121
H -5.03608 -0.68512 -6.63418 0.114
H -6.38611 -2.44054 -5.38908 0.115
H -6.00220 -2.78866 -3.01239 0.099
H -4.61236 -1.13717 -1.72285 0.111
N -1.72874 -2.54246 -3.14153 0.167
C -2.05854 -3.03799 -1.98386 -0.826
N -3.15710 -3.79440 -1.94914 0.130
S -1.24573 -2.78774 -0.47082 0.694
H -2.40682 -2.53422 -3.93412 0.154
H -1.00182 -1.85373 -3.16304 0.072
H -3.60176 -4.08481 -2.71487 0.056
H -3.45709 -4.25232 -1.02899 0.163
O 2.06945 -0.72903 -0.13454 -0.585
As 3.57423 -1.42525 0.43544 1.369
C 4.80249 -0.08067 0.00858 -0.314
C 6.14855 -0.29422 0.29602 -0.099
C 7.08435 0.67580 0.02067 -0.064
C 6.71987 1.87841 -0.51941 -0.043
C 5.37764 2.11918 -0.82246 -0.028
C 4.44901 1.07879 -0.65840 -0.074
C 3.37758 -1.67487 2.36967 -0.288
C 3.72260 -2.93018 2.87272 -0.116
C 4.01922 -3.11003 4.19517 -0.060
C 3.87870 -2.04435 5.09856 -0.016
C 3.37488 -0.83194 4.57456 -0.048
C 3.14113 -0.60063 3.20848 -0.076
C 4.08847 -3.03087 -0.39201 -0.317
C 5.39592 -3.32665 -0.80100 -0.068
C 5.66977 -4.59861 -1.25091 -0.057
C 4.67836 -5.54068 -1.42716 -0.052
C 3.37722 -5.27118 -1.01502 -0.031
C 3.06162 -3.95620 -0.55980 -0.086
H 6.49399 -1.25922 0.68401 0.111
H 8.12018 0.49105 0.26353 0.121
H 7.44538 2.63425 -0.74215 0.116
H 5.05813 3.05084 -1.21950 0.106
H 3.48802 1.29843 -0.99183 0.079
H 3.84980 -3.76303 2.16114 0.115
H 4.41293 -4.07483 4.46608 0.116
H 4.07517 -2.10452 6.14160 0.107
H 3.28979 -0.02722 5.29629 0.114
H 2.91297 0.38204 2.89383 0.080
H 6.22784 -2.69452 -0.82168 0.082
H 6.70912 -4.83891 -1.60316 0.142
H 4.86873 -6.52035 -1.81023 0.113
H 2.60424 -6.01717 -1.19312 0.117
H 2.01483 -3.79392 -0.35259 0.074
```

Calculated values
E_LUMO	-5.282	eV
total charge	+2
highest occupied orbital energy	-12.5357	eV
Kohn-Sham gap	7.254	eV
molar mass	958.12	g/mol

Below is a structure of composition C48H48BrCl2KN6O3S2 at a distorted geometry, with properties calculated with ωB97M-V/def2-TZVPD.

Geometry as XYZ:
```
111
Properties=species:S:1:pos:R:3:lowdin_charge:R:1
K -0.53536 0.22358 -0.09832 0.889
Br -4.64263 -4.69532 -5.68772 0.662
C -5.49248 -3.69076 -4.30022 -0.699
C -6.56381 -4.25240 -3.62291 -0.153
C -7.18266 -3.53019 -2.62375 -0.050
C -6.74274 -2.23928 -2.26864 -0.348
C -5.63550 -1.71346 -2.96718 -0.021
C -5.02954 -2.42436 -3.98504 -0.119
N -7.54738 -1.49539 -1.44496 0.006
N -7.21584 -0.48007 -0.76029 0.038
C -5.97968 -0.20995 -0.28046 -0.280
C -5.79642 1.13360 0.12760 -0.036
C -4.59163 1.62828 0.52939 -0.024
C -3.40989 0.82137 0.58772 -0.380
O -2.29631 1.28826 0.88712 -0.135
C -3.60466 -0.61140 0.28963 -0.140
N -2.53257 -1.40426 0.44407 0.072
C -2.65500 -2.70020 0.25532 -0.145
C -3.88413 -3.31129 -0.00867 -0.035
C -4.99421 -2.51665 -0.16211 -0.020
C -4.87124 -1.11743 -0.09717 -0.098
H -6.90744 -5.24529 -3.88070 0.089
H -8.02837 -3.94774 -2.09164 0.103
H -5.27838 -0.72189 -2.71953 0.120
H -4.19421 -1.99936 -4.52554 0.103
H -6.65696 1.78605 0.03507 0.103
H -4.48193 2.67252 0.79411 0.102
H -1.74537 -3.28909 0.34912 0.075
H -3.95863 -4.38891 -0.07201 0.103
H -5.96490 -2.96747 -0.30910 0.102
C -0.22964 -4.57303 5.58815 -0.050
C -1.21772 -3.70941 4.79018 -0.555
C -1.41074 -4.33252 3.40510 -0.060
C -2.58587 -3.71303 5.49164 -0.056
C -0.68634 -2.27871 4.70733 -0.171
C -0.60826 -1.51435 5.88245 -0.052
C -0.16202 -0.20397 5.87159 -0.096
C 0.20438 0.35040 4.65678 -0.478
S 0.73245 1.96420 4.31632 1.075
C 0.88159 1.50762 2.58402 -0.460
N 0.59545 0.27176 2.35181 0.085
C 0.18322 -0.40053 3.46919 -0.274
C -0.26453 -1.72190 3.51147 0.064
C 1.25464 2.53228 1.64231 -0.143
C 1.25744 3.88000 2.06193 -0.082
C 1.51184 4.92393 1.21163 -0.113
C 1.77468 4.65759 -0.13530 -0.081
C 1.83631 3.35500 -0.56904 0.003
C 1.59669 2.27248 0.28901 -0.227
H -0.60914 -5.59329 5.69059 0.079
H -0.06773 -4.16689 6.58812 0.073
H 0.73213 -4.61185 5.07443 0.089
H -1.85821 -5.32349 3.50784 0.085
H -0.46336 -4.44027 2.87506 0.073
H -2.07791 -3.71634 2.80087 0.073
H -2.99993 -4.72423 5.50432 0.078
H -3.27895 -3.06248 4.95588 0.093
H -2.51921 -3.36521 6.52298 0.068
H -0.89380 -1.94938 6.83204 0.099
H -0.09476 0.37486 6.78436 0.099
H -0.26221 -2.27730 2.58259 0.088
H 1.02357 4.08850 3.09760 0.060
H 1.48062 5.94383 1.57450 0.089
H 1.93414 5.46766 -0.83555 0.097
H 2.03908 3.13278 -1.60828 0.126
Cl 4.77003 0.46315 -5.85031 0.546
C 3.39364 0.38951 -4.75982 -0.736
C 2.14508 0.13934 -5.28209 -0.231
C 1.07513 0.06899 -4.37664 -0.642
Cl -0.52460 -0.21565 -5.02208 0.631
C 1.17888 0.19687 -2.97534 -0.473
O 0.19798 -0.00447 -2.18030 -0.286
C 2.51177 0.58129 -2.48909 -0.211
C 2.73809 0.91236 -1.15550 -0.172
O 1.74184 1.00930 -0.16488 -0.151
C 3.59378 0.62468 -3.40791 -0.129
H 1.99329 -0.00848 -6.34170 0.075
H 3.67242 1.39526 -0.88485 0.111
H 4.58144 0.88605 -3.04450 0.088
C 2.60814 -5.13028 -6.47055 -0.126
C 1.81502 -3.99536 -5.82830 -0.264
C 1.57826 -4.23471 -4.34098 -0.197
C 0.79506 -3.08405 -3.70277 -0.197
N 0.64515 -3.24782 -2.27077 0.008
C 1.60555 -3.07422 -1.34414 -0.845
S 1.35266 -3.67283 0.20403 0.584
N 2.75232 -2.50336 -1.76206 0.045
C 3.87049 -2.17782 -0.89637 -0.213
C 5.08885 -3.05287 -1.20851 -0.199
C 4.84531 -4.52080 -0.86759 -0.283
C 6.07175 -5.39312 -1.12822 -0.129
H 2.77790 -4.93610 -7.53110 0.061
H 2.07174 -6.07710 -6.37604 0.064
H 3.58103 -5.24342 -5.98821 0.067
H 0.85042 -3.88964 -6.33280 0.110
H 2.35743 -3.05477 -5.95638 0.108
H 2.53983 -4.33237 -3.82766 0.104
H 1.03031 -5.17208 -4.19672 0.113
H -0.20312 -3.02017 -4.13358 0.112
H 1.29423 -2.13849 -3.92088 0.077
H -0.21001 -3.63251 -1.91399 0.104
H 2.68815 -1.94168 -2.60478 0.123
H 3.55850 -2.32944 0.13539 0.076
H 4.11227 -1.12449 -1.03948 0.091
H 5.94088 -2.67881 -0.63093 0.108
H 5.33664 -2.95737 -2.27126 0.112
H 4.00364 -4.89231 -1.45628 0.095
H 4.55687 -4.59522 0.18311 0.098
H 6.35874 -5.35941 -2.18188 0.065
H 5.87145 -6.43320 -0.86292 0.060
H 6.92200 -5.04558 -0.53619 0.063
```

Calculated values
energy relative to the best compared isomer or geometry (same formula, charge and spin)	202.1	kJ/mol
E_LUMO	3.601	eV
total charge	-2
highest occupied orbital energy	-0.0290	eV
Kohn-Sham gap	3.630	eV
molar mass	1010.99	g/mol